The following is a quantum chemistry calculation of C20H42BeN3O5S4 as an isolated structure, from the OMol25 dataset.

Geometry (Å):
S  0.441  -1.129  3.471
S  -4.075  -2.368  -0.797
S  -2.668  4.248  -2.912
S  -3.025  4.296  0.987
O  -3.425  3.276  -2.029
O  -3.757  2.985  0.807
O  -4.654  -0.958  -0.765
O  -1.626  0.946  -0.381
O  -0.297  -1.599  4.685
N  5.345  -1.929  0.561
N  1.876  -4.657  0.125
N  2.766  3.743  -1.401
C  -2.066  3.025  -4.146
C  -1.002  4.497  -2.226
C  4.458  -0.982  0.962
C  1.928  -5.569  -0.903
C  -5.003  -3.395  0.376
C  -2.538  -2.255  0.161
C  0.690  -3.980  -0.004
C  -1.292  3.851  1.334
C  -3.397  4.785  2.686
C  3.639  -1.968  -0.888
C  0.087  -4.369  -1.165
C  2.010  -0.540  4.169
C  3.277  2.778  -1.758
C  0.211  -0.444  -1.197
C  -0.309  0.949  -0.786
C  3.416  -0.943  0.080
C  3.894  1.539  -2.189
C  -0.145  0.527  2.989
C  0.786  -5.488  -1.673
C  4.836  -2.574  -0.538
Be  -3.879  1.281  -0.703
H  -4.599  -3.170  1.361
H  -0.087  1.567  -1.673
H  4.504  0.977  -1.485
H  -0.810  3.622  0.389
H  -1.025  0.327  2.380
H  -1.173  3.080  2.093
H  -4.789  -4.447  0.183
H  -1.698  2.151  -3.618
H  -0.411  -1.053  -1.855
H  4.652  -0.422  1.863
H  -0.797  4.732  1.751
H  1.905  0.185  4.978
H  2.768  -0.160  3.484
H  -3.008  2.817  -4.661
H  0.482  -3.191  0.701
H  5.332  -3.414  -0.995
H  -0.818  -3.989  -1.614
H  4.476  1.629  -3.108
H  0.598  -6.192  -2.466
H  0.674  1.023  2.471
H  3.114  0.836  -2.494
H  -1.208  5.168  -1.390
H  -1.804  -2.039  -0.613
H  2.516  -0.355  0.154
H  2.419  -4.759  0.964
H  -0.407  1.073  3.896
H  -2.353  -3.234  0.601
H  6.249  -2.076  0.973
H  -0.236  4.938  -2.860
H  3.074  -2.369  -1.714
H  -0.612  3.547  -1.862
H  1.213  -0.325  -1.612
H  2.769  -6.242  -0.837
H  0.281  -1.074  -0.305
H  0.348  1.321  0.014
H  -3.123  3.982  3.370
H  -4.476  4.884  2.798
H  2.458  -1.386  4.694
H  -2.492  -1.471  0.915
H  -1.452  3.411  -4.959
H  -2.886  5.722  2.896
H  -6.066  -3.199  0.261

Results
**Net charge**: +1
**Orbital gap**: 5.36 eV
**Spin multiplicity**: 1



The following is a quantum chemistry calculation of one molecule with the formula C5H12BrF3NOPSi, from the OMol25 dataset.

Geometry (Å):
Br  -1.974  2.543  0.127
P  -1.020  0.968  -1.122
Si  1.621  0.256  0.385
F  -4.383  -0.836  -0.082
F  -2.432  -0.542  0.990
F  -3.180  -2.493  0.576
O  -2.240  0.095  -1.694
N  0.115  0.102  -0.622
C  -3.149  -1.250  0.027
C  2.636  -1.179  -0.238
C  -2.339  -1.279  -1.266
C  2.179  2.074  -0.064
C  1.101  0.043  2.181
H  -1.298  -1.513  -1.145
H  1.980  -1.999  -0.473
H  -0.992  1.789  -2.259
H  -2.881  -1.917  -1.979
H  1.801  -0.684  2.527
H  1.306  2.680  -0.017
H  3.101  -0.941  -1.216
H  1.192  0.993  2.744
H  2.633  2.126  -1.026
H  3.256  -1.513  0.648
H  -0.030  -0.134  2.342
H  2.997  2.610  0.656

Results
**Net charge**: 0
**Orbital gap (alpha / beta)**: 5.03 / 4.92 eV
**Spin multiplicity**: 3



The following is a quantum chemistry calculation of C35H33AsBrF6GeN6O5STi as an isolated structure, from the OMol25 dataset.

Geometry (Å):
Br  -21.211  8.549  12.453
As  -14.159  10.556  10.772
Ge  -19.542  4.114  13.191
Ti  -18.496  10.152  13.691
S  -13.726  11.122  15.745
F  -13.982  8.960  11.263
F  -14.380  10.955  12.425
F  -15.632  11.245  10.333
F  -17.468  10.140  12.247
F  -13.892  10.055  9.133
F  -12.765  11.480  10.628
O  -17.149  10.971  14.701
O  -16.424  11.749  16.661
O  -23.339  13.157  11.401
O  -17.712  7.822  16.328
O  -18.566  8.518  14.271
N  -10.599  10.541  13.511
N  -20.192  11.052  12.863
N  -13.131  8.288  14.464
N  -12.345  9.394  14.140
N  -19.518  10.577  15.639
N  -11.378  11.285  14.297
C  -17.984  1.740  13.946
C  -20.399  11.191  18.156
C  -22.291  12.535  11.825
C  -16.924  0.165  12.408
C  -22.096  4.774  14.404
C  -17.160  0.660  13.711
C  -21.049  2.863  15.371
C  -17.284  11.266  16.003
C  -21.242  6.074  9.162
C  -21.331  4.390  10.877
C  -18.366  1.975  11.655
C  -20.136  12.362  12.817
C  -22.385  11.149  11.888
C  -21.257  10.806  17.209
C  -19.661  6.066  10.985
C  -22.158  2.741  16.216
C  -20.793  10.457  15.954
C  -23.165  4.696  15.240
C  -21.112  13.181  12.302
C  -11.164  9.389  13.416
C  -10.619  8.237  12.618
C  -20.158  6.608  9.806
C  -18.380  7.611  15.370
C  -18.643  11.015  16.579
C  -21.047  3.869  14.467
C  -18.505  2.484  12.913
C  -23.196  3.614  16.146
C  -20.190  4.892  11.511
C  -21.877  4.989  9.742
C  -12.438  10.605  14.748
C  -19.011  11.269  17.840
C  -21.294  10.423  12.419
C  -18.351  5.537  13.987
C  -19.098  6.319  15.082
C  -17.673  0.785  11.421
H  -21.053  14.264  12.372
H  -24.077  3.519  16.726
H  -18.921  2.459  10.861
H  -22.691  4.499  9.226
H  -21.602  6.492  8.210
H  -22.307  10.695  17.360
H  -24.047  5.282  15.063
H  -21.422  9.980  15.220
H  -19.254  12.824  13.240
H  -20.110  6.562  14.720
H  -19.667  7.533  9.452
H  -18.172  2.065  14.951
H  -16.674  0.244  14.576
H  -19.175  5.773  16.058
H  -17.968  6.178  13.235
H  -18.811  6.547  11.467
H  -22.189  1.883  16.911
H  -23.330  14.133  11.501
H  -22.115  5.531  13.619
H  -18.296  11.533  18.640
H  -21.714  3.470  11.225
H  -20.292  2.080  15.434
H  -10.226  7.532  13.312
H  -17.465  5.034  14.422
H  -23.263  10.639  11.570
H  -16.424  -0.808  12.252
H  -13.595  7.952  13.608
H  -11.104  12.185  14.656
H  -13.784  8.586  15.201
H  -11.363  7.606  12.179
H  -9.908  8.547  11.848
H  -17.651  0.395  10.415
H  -20.703  11.337  19.171

Results
**Net charge**: +2
**Orbital gap (alpha / beta)**: 6.51 / 4.08 eV
**Spin multiplicity**: 2



The following is a quantum chemistry calculation of one molecule with the formula C5H12O, from the OMol25 dataset.

Geometry (Å):
O  1.882  0.523  0.777
C  3.109  -0.108  0.512
C  0.962  0.403  -0.290
C  -0.463  0.557  0.254
C  -2.919  -0.210  -0.009
C  -1.490  -0.249  -0.547
H  3.599  0.271  -0.400
H  1.181  1.167  -1.059
H  -3.349  0.800  -0.035
H  -0.448  0.204  1.291
H  -0.746  1.618  0.288
H  2.967  -1.193  0.386
H  3.770  0.077  1.366
H  -1.163  -1.299  -0.574
H  -1.504  0.091  -1.591
H  -2.978  -0.572  1.024
H  1.081  -0.587  -0.768
H  -3.549  -0.862  -0.625

Results
**SMILES**: CCCCOC
**Net charge**: 0
**Orbital gap**: 10.89 eV
**Spin multiplicity**: 1



The following is a quantum chemistry calculation of one molecule with the formula C6H7FOS, from the OMol25 dataset.

Geometry (Å):
S  -0.127  -2.153  -0.750
F  -2.547  -0.735  -0.148
O  0.621  -2.827  0.256
C  -0.551  1.576  1.045
C  -0.502  2.492  1.810
C  -0.560  0.646  -0.032
C  0.987  -0.831  -1.329
C  -1.269  -0.665  0.313
C  0.877  0.282  -0.270
H  1.357  0.061  0.583
H  -0.143  3.116  2.477
H  -1.368  -1.084  1.365
H  1.460  1.081  -0.581
H  0.812  -0.622  -2.398
H  -1.031  0.998  -1.014
H  1.984  -1.334  -1.328

Results
**Net charge**: 0
**Orbital gap**: 9.62 eV
**Spin multiplicity**: 1



The following is a quantum chemistry calculation of C30H51CrN8O3P as an isolated structure, from the OMol25 dataset.

Geometry (Å):
Cr  1.663  -0.697  -0.463
P  -1.477  0.330  -0.266
O  -0.638  -1.172  2.155
O  1.836  0.438  1.032
O  -0.327  -0.672  -0.598
N  1.737  -0.078  2.348
N  2.176  2.861  -5.538
N  1.611  -1.861  -2.257
N  1.672  -2.401  0.799
N  3.701  -1.187  -0.570
N  0.675  0.511  3.068
N  2.031  0.862  -1.617
N  2.583  2.703  -3.102
C  -3.383  -2.007  -2.233
C  5.382  0.326  4.437
C  -2.773  2.558  -1.521
C  2.914  -2.509  -2.518
C  -3.031  -1.916  0.500
C  -1.504  1.650  -1.521
C  -4.006  -3.171  -1.449
C  -2.110  3.358  -3.807
C  -0.955  1.133  1.278
C  3.086  -0.399  4.347
C  -1.696  0.293  3.620
C  -1.172  1.144  -2.934
C  4.069  -2.126  0.518
C  -3.084  -0.533  -0.200
C  -2.759  2.333  2.678
C  2.355  2.762  -4.403
C  -1.626  2.460  1.674
C  2.956  -3.132  0.752
C  5.257  0.857  3.165
C  -0.954  2.338  -3.864
C  -4.174  -2.808  0.031
C  2.974  0.128  3.063
C  -3.762  -0.683  -1.583
C  4.055  0.762  2.472
C  -2.219  1.683  3.942
C  4.286  -0.298  5.025
C  2.281  1.727  -2.374
C  4.018  -1.629  -1.952
C  -0.648  0.194  2.505
C  -3.259  2.866  -2.937
H  -1.929  3.011  0.786
H  0.896  -3.054  0.752
H  4.111  -0.724  -2.554
H  -3.710  -2.026  -3.273
H  1.425  -1.150  -2.961
H  -1.433  2.311  4.373
H  4.366  -0.711  6.021
H  2.903  -3.485  -2.039
H  4.979  -2.150  -1.978
H  -2.470  3.580  -4.811
H  -3.693  0.145  0.411
H  -2.291  -2.092  -2.251
H  3.137  -3.672  1.684
H  -3.385  -4.064  -1.547
H  -3.585  2.131  -0.931
H  0.840  -2.519  -2.307
H  -2.994  1.598  4.705
H  -1.263  -0.189  4.496
H  4.186  -0.309  -0.407
H  1.587  -1.894  1.697
H  -1.749  4.305  -3.400
H  -0.848  3.079  2.135
H  4.208  -1.519  1.415
H  6.096  1.361  2.704
H  -3.174  3.319  2.890
H  -3.046  -1.791  1.579
H  -2.087  -2.415  0.265
H  -4.978  -3.425  -1.876
H  -3.724  1.985  -3.389
H  -1.970  0.505  -3.318
H  -4.206  -3.710  0.642
H  2.231  -0.880  4.802
H  -3.545  0.158  -2.233
H  -2.524  3.507  -1.042
H  -0.274  0.530  -2.901
H  0.820  1.521  3.117
H  -0.369  -1.248  1.232
H  6.319  0.398  4.971
H  -0.809  1.976  -4.882
H  -3.578  1.730  2.273
H  0.040  1.419  0.907
H  -0.645  2.267  -1.222
H  -4.843  -0.658  -1.427
H  -4.045  3.621  -2.881
H  -0.019  2.829  -3.589
H  5.017  -2.623  0.297
H  2.906  -3.875  -0.041
H  3.944  1.204  1.492
H  3.079  -2.678  -3.584
H  -5.127  -2.300  0.197
H  -2.538  -0.325  3.298

Results
**Net charge**: +1
**Orbital gap (alpha / beta)**: 8.32 / 8.34 eV
**Spin multiplicity**: 4



The following is a quantum chemistry calculation of C18H28BrHgN3O3V as an isolated structure, from the OMol25 dataset.

Geometry (Å):
Hg  -2.548  1.671  1.612
Br  0.240  2.515  3.434
V  0.101  -0.016  -0.158
O  -3.986  -0.847  0.971
O  -0.110  -1.986  2.638
O  0.332  0.105  1.957
N  0.299  1.645  -0.911
N  -1.832  -0.581  0.018
N  0.842  -1.435  -1.019
C  1.674  2.045  -0.647
C  0.155  -0.295  4.314
C  -2.936  -0.925  0.472
C  2.210  -1.786  -0.623
C  -0.043  3.997  -1.889
C  0.063  -1.243  5.358
C  0.125  1.462  6.008
C  0.095  -0.801  2.818
C  1.250  -3.140  -2.887
C  0.242  -2.459  -1.961
C  -0.460  -3.535  -1.123
C  -1.823  2.297  -2.013
C  0.021  -0.856  6.696
C  0.175  1.071  4.651
C  -0.323  2.493  -2.033
C  0.051  0.502  7.030
C  0.215  2.026  -3.384
C  -0.789  -1.758  -2.816
H  -2.272  2.721  -1.116
H  2.543  -1.092  0.139
H  -0.893  -4.327  -1.744
H  1.807  -2.407  -3.468
H  1.806  3.049  -0.193
H  -1.518  -1.224  -2.208
H  -2.099  1.239  -2.050
H  -0.357  4.358  -0.912
H  -0.307  -1.041  -3.486
H  0.228  -4.011  -0.425
H  -2.309  2.788  -2.870
H  1.970  -3.769  -2.366
H  2.329  2.044  -1.546
H  -1.334  -2.465  -3.452
H  -0.038  -1.606  7.494
H  2.092  1.336  0.057
H  0.028  -2.314  5.108
H  0.014  0.825  8.078
H  0.141  2.519  6.276
H  -0.052  0.980  -3.571
H  -1.269  -3.100  -0.532
H  0.743  -3.789  -3.611
H  -0.598  4.580  -2.635
H  2.955  -1.731  -1.447
H  -0.196  2.611  -4.218
H  1.301  2.099  -3.444
H  1.008  4.248  -2.017
H  2.321  -2.804  -0.208

Results
**Net charge**: +2
**Orbital gap (alpha / beta)**: 5.39 / 4.10 eV
**Spin multiplicity**: 2



The following is a quantum chemistry calculation of C24H26N4PtS2Si as an isolated structure, from the OMol25 dataset.

Geometry (Å):
Pt  -0.234  0.088  1.234
S  -3.492  -2.762  2.613
S  3.081  -2.715  2.676
Si  -0.051  -0.341  -1.142
N  -1.477  -1.251  2.136
N  3.123  -0.179  1.687
N  1.054  -1.267  2.113
N  -3.544  -0.191  1.702
C  -1.896  -3.399  2.883
C  -0.714  1.707  -2.858
C  -1.103  2.074  1.626
C  -0.927  -2.460  2.580
C  -2.495  1.110  -1.292
C  1.128  2.312  2.322
C  0.501  -2.460  2.584
C  2.401  -1.612  -1.934
C  2.385  -1.223  2.097
C  0.286  2.186  1.145
C  2.362  0.805  -1.530
C  1.494  -3.356  2.927
C  4.353  -0.255  -2.367
C  -1.311  -1.708  -2.923
C  -1.591  2.547  -3.542
C  -2.808  -1.233  2.129
C  1.723  -0.434  -1.573
C  3.693  0.895  -1.919
C  -2.903  2.686  -3.075
C  -1.159  1.010  -1.720
C  -1.043  2.094  3.068
C  -3.360  1.987  -1.949
C  0.301  2.257  3.461
C  3.731  -1.511  -2.353
H  -1.903  2.088  3.718
H  -1.246  3.055  -4.447
H  1.883  -2.575  -1.917
H  -4.540  -0.329  1.709
H  -1.945  2.223  0.969
H  1.270  -4.355  3.277
H  -3.224  0.760  1.856
H  4.270  -2.401  -2.692
H  2.165  2.614  2.308
H  0.525  2.452  0.129
H  -3.590  3.332  -3.615
H  5.382  -0.165  -2.707
H  -2.872  0.460  -0.487
H  4.174  1.873  -1.895
H  2.707  0.703  1.428
H  -4.396  2.078  -1.606
H  0.630  2.439  4.475
H  -2.272  -1.248  -2.718
H  -1.664  -4.415  3.198
H  -1.053  -1.343  -3.925
H  -0.447  -1.485  -2.106
H  1.795  1.691  -1.233
H  -0.145  -1.322  -0.014
H  4.133  -0.261  1.733
H  0.286  1.527  -3.259
H  -1.434  -2.798  -2.986

Results
**Net charge**: +2
**Orbital gap (alpha / beta)**: 3.29 / 3.74 eV
**Spin multiplicity**: 5